[1]
71
Properties=species:S:1:pos:R:3:forces:R:3:lowdin_charge:R:1 method="wB97M-V/def2-TZVPD" e_above_lowest_ev=0.775 fmax_ev_per_a=0.68
Ti -0.250 -0.187 0.534 -0.11 -0.09 0.25 0.816
N -0.385 3.909 1.003 0.07 0.11 0.06 0.222
C -0.552 2.632 0.690 -0.07 -0.12 -0.04 -0.481
O 0.069 1.750 1.330 -0.12 -0.25 -0.08 -0.083
C -1.500 2.241 -0.407 0.04 0.04 0.03 -0.183
C -0.948 1.005 -1.128 0.12 -0.17 0.18 -0.237
H 0.247 4.153 1.749 -0.01 0.01 0.00 0.132
H -0.848 4.634 0.486 0.00 0.00 0.01 0.122
H -1.708 3.107 -1.044 -0.01 -0.03 -0.04 0.114
H -2.440 2.001 0.106 -0.03 -0.01 -0.02 0.131
H -0.160 1.295 -1.823 0.01 0.01 -0.02 0.034
H -1.737 0.508 -1.694 -0.02 -0.01 0.00 0.058
C 4.549 0.414 1.687 -0.04 0.00 0.02 -0.176
C 3.074 0.749 1.463 0.06 -0.01 -0.05 -0.371
Ge 2.287 -0.058 -0.193 -0.17 0.07 -0.01 0.842
C 2.691 1.193 -1.682 0.03 -0.05 0.04 -0.390
C 4.165 1.240 -2.086 -0.04 0.02 0.00 -0.180
C 3.268 -1.733 -0.431 0.04 0.02 -0.01 -0.250
C 2.678 -2.870 -0.043 -0.19 0.10 0.09 -0.362
Ge 0.743 -2.635 0.351 -0.14 0.26 -0.09 0.909
C -0.287 -2.847 -1.348 0.05 -0.10 0.03 -0.355
C 0.234 -3.878 -2.349 0.00 0.07 0.00 -0.175
C -0.021 -3.822 1.755 0.05 0.02 -0.02 -0.362
C 0.235 -5.327 1.655 -0.05 0.04 0.01 -0.164
C 3.430 -4.142 0.041 0.03 -0.11 -0.07 -0.246
C 2.908 -5.337 -0.455 0.06 -0.03 0.03 -0.061
C 3.643 -6.512 -0.412 -0.01 0.03 0.00 -0.080
C 4.914 -6.520 0.146 -0.01 -0.01 0.00 -0.097
C 5.440 -5.344 0.659 0.01 0.02 0.02 -0.086
C 4.706 -4.167 0.606 0.01 -0.02 0.02 -0.041
H 4.930 0.868 2.606 0.01 0.00 -0.01 0.064
H 5.173 0.763 0.863 0.00 -0.01 0.00 0.052
H 4.694 -0.665 1.768 0.00 0.01 0.00 0.051
H 2.927 1.831 1.393 0.00 0.00 0.00 0.050
H 2.485 0.417 2.322 -0.01 0.00 0.00 0.046
H 2.348 2.186 -1.371 0.00 0.00 -0.01 0.050
H 2.075 0.911 -2.540 0.01 -0.01 0.00 0.046
H 4.797 1.570 -1.260 0.00 0.01 -0.01 0.051
H 4.333 1.924 -2.922 0.02 -0.01 0.01 0.062
H 4.520 0.254 -2.394 0.00 0.00 0.00 0.060
H 4.305 -1.763 -0.772 -0.02 0.00 0.03 0.068
H -0.304 -1.862 -1.831 -0.01 0.02 -0.01 0.044
H -1.319 -3.059 -1.066 0.00 0.01 0.02 0.060
H 1.293 -3.724 -2.570 -0.01 -0.01 -0.01 0.062
H -0.314 -3.823 -3.293 0.01 0.00 0.00 0.067
H 0.116 -4.893 -1.968 0.00 -0.01 0.00 0.054
H -1.099 -3.634 1.720 -0.01 0.00 0.00 0.054
H 0.332 -3.465 2.730 0.04 -0.02 0.01 0.058
H -0.149 -5.732 0.716 0.01 0.00 -0.01 0.066
H -0.263 -5.859 2.469 0.00 -0.02 -0.02 0.067
H 1.297 -5.559 1.706 0.03 -0.01 0.01 0.054
H 1.919 -5.343 -0.889 -0.04 0.00 -0.01 0.080
H 3.219 -7.424 -0.814 0.01 0.00 0.00 0.103
H 5.486 -7.438 0.189 0.00 0.00 0.00 0.098
H 6.426 -5.340 1.109 0.00 0.00 0.00 0.100
H 5.117 -3.255 1.021 -0.01 0.00 -0.01 0.104
O -0.387 -0.636 2.855 -0.03 -0.05 -0.67 -0.046
C -1.595 -0.114 3.316 -0.10 0.04 0.16 -0.248
C -1.514 0.813 4.341 0.10 -0.02 0.00 -0.008
C -2.678 1.357 4.858 -0.08 0.00 0.00 -0.072
C -3.916 0.958 4.367 0.04 0.00 0.01 -0.075
C -3.980 0.026 3.345 -0.04 -0.01 0.00 -0.009
C -2.822 -0.503 2.787 0.12 -0.03 -0.08 -0.069
C -2.923 -1.414 1.581 0.08 0.14 0.05 -0.563
O -3.853 -2.173 1.446 -0.06 0.02 -0.04 0.103
O -1.947 -1.255 0.723 0.33 0.11 -0.14 -0.188
H -0.533 -1.529 2.479 0.06 0.00 0.39 0.045
H -0.539 1.078 4.727 -0.01 0.01 0.00 0.125
H -2.618 2.080 5.661 0.00 0.00 0.00 0.105
H -4.826 1.370 4.783 0.00 0.00 0.00 0.104
H -4.929 -0.308 2.945 0.01 0.01 0.00 0.124


[2]
67
Properties=species:S:1:pos:R:3:forces:R:3:lowdin_charge:R:1 method="wB97M-V/def2-TZVPD" e_above_lowest_ev=1.399 s_squared=2.05 multiplicity=3 charge=+1 fmax_ev_per_a=3.04
C -1.862 -0.125 -1.317 -0.41 -0.73 -1.43 -0.375
C -1.840 -1.457 -0.745 -0.33 0.17 -0.94 -0.349
C -0.847 -2.212 -1.436 -0.57 0.97 0.31 -0.278
C -0.205 -1.371 -2.392 -0.53 0.84 0.33 -0.271
C -0.823 -0.072 -2.332 -1.25 -0.33 -0.28 -0.329
Mo 0.037 -0.310 -0.295 2.91 -0.23 0.87 1.175
C 2.880 0.355 0.471 1.55 0.76 -1.05 -0.431
C 1.692 1.306 0.416 -0.22 -2.06 0.29 -0.283
H 1.515 1.866 1.329 -0.18 -0.36 -0.03 0.059
C 0.964 1.560 -0.763 0.18 1.26 -1.31 -0.259
H 1.531 1.599 -1.705 -0.60 0.01 0.20 0.068
H 0.112 2.274 -0.724 0.90 -0.11 -0.03 0.064
C 4.017 0.754 1.421 0.11 -0.30 0.14 -0.044
H 3.630 0.947 2.437 0.14 0.11 -0.41 0.101
H 4.700 -0.116 1.499 -0.03 0.81 -0.11 0.097
H 4.534 1.625 1.035 0.19 0.22 0.06 0.091
C 3.460 0.109 -0.951 -0.03 -0.35 0.27 -0.039
H 2.700 -0.057 -1.730 0.12 0.05 0.45 0.059
H 4.050 0.985 -1.255 -0.05 -0.22 0.19 0.102
H 4.086 -0.789 -0.962 0.17 0.27 0.06 0.093
C -2.754 -2.002 0.299 -0.33 -0.24 0.29 -0.060
H -3.165 -1.210 0.935 0.14 -0.20 -0.23 0.021
H -3.602 -2.565 -0.125 0.29 0.16 -0.04 0.101
H -2.204 -2.682 0.961 -0.16 0.07 -0.06 0.087
C -0.631 -3.653 -1.206 0.31 -0.59 0.25 -0.029
H -0.433 -3.843 -0.153 0.00 -0.13 0.08 0.088
H -1.493 -4.260 -1.489 -0.08 0.20 -0.05 0.102
H 0.219 -4.022 -1.766 0.06 -0.14 -0.13 0.069
C 0.804 -1.769 -3.407 0.44 -0.16 -0.29 -0.021
H 1.515 -2.501 -3.018 -0.07 0.09 -0.17 0.059
H 0.321 -2.229 -4.280 0.03 0.12 0.16 0.104
H 1.387 -0.913 -3.770 -0.17 -0.16 0.11 0.084
C -0.690 1.007 -3.372 0.15 0.12 0.03 -0.035
H 0.349 1.113 -3.720 -0.38 0.01 0.12 0.078
H -1.310 0.745 -4.247 0.20 0.15 0.29 0.102
H -1.026 1.987 -2.991 0.16 -0.44 -0.18 0.081
C -2.971 0.867 -1.167 -0.05 0.29 0.26 -0.026
H -2.611 1.899 -1.332 -0.24 -0.38 0.04 0.086
H -3.777 0.646 -1.892 0.33 0.18 0.32 0.107
H -3.386 0.812 -0.149 0.09 0.06 -0.53 0.033
C 1.750 -1.658 0.296 -1.63 2.13 -1.18 -0.140
C 2.451 -1.036 1.369 -1.93 -1.39 1.13 -0.262
C 2.298 -2.768 -0.321 0.80 -2.19 -0.57 -0.101
C 3.200 -2.016 2.238 0.00 2.30 -1.03 0.010
H 1.773 -0.325 1.865 0.33 -1.00 1.02 0.085
C 3.204 -3.561 0.385 -0.60 0.60 -1.57 0.002
H 1.968 -3.094 -1.336 0.34 0.24 1.27 0.080
C 3.593 -3.180 1.682 0.50 -0.43 2.10 -0.076
H 3.356 -1.676 3.266 0.45 -0.54 -0.33 0.128
H 3.595 -4.490 -0.049 -0.19 0.40 0.20 0.127
H 4.151 -3.869 2.324 -0.18 0.05 -0.42 0.120
C -4.274 0.978 2.311 -0.52 -0.36 0.09 -0.037
N -3.418 2.132 2.095 0.59 0.06 -0.64 -0.124
C -3.858 3.451 2.024 0.43 -0.34 0.18 -0.013
C -2.753 4.220 1.874 0.05 -0.62 0.09 -0.019
N -1.664 3.363 1.830 -0.52 -0.68 -0.29 -0.113
C -0.292 3.816 1.818 0.45 0.42 -0.14 -0.017
C -2.069 2.063 1.873 -0.47 0.72 0.50 -0.545
Se -1.014 0.465 1.862 -1.00 0.63 1.65 0.803
H -5.109 1.266 2.971 0.40 -0.07 -0.25 0.108
H -3.690 0.175 2.785 -0.23 0.38 -0.19 0.071
H -4.690 0.612 1.358 0.14 0.13 0.39 0.091
H -4.904 3.715 2.087 0.20 -0.08 0.09 0.134
H -2.621 5.284 1.809 -0.08 0.04 0.01 0.130
H 0.119 3.808 0.803 -0.04 -0.03 0.23 0.088
H -0.287 4.846 2.196 0.11 -0.31 -0.08 0.106
H 0.313 3.181 2.469 -0.17 0.12 -0.10 0.084